Molecular formula: CH4N3
Method: DFT, ωB97M-V with the def2-TZVPD basis set

## Properties
* energy above the lowest of the compared OMol25 structures with the same formula, charge and spin: 217.9 kcal/mol
* spin multiplicity: 1
* E: -5555.436 eV
* HOMO energy (spin up / spin down): -15.06 / -16.58 eV
* total charge: +1

```
8
Properties=species:S:1:pos:R:3:forces:R:3:lowdin_charge:R:1
H -0.822073 -0.597409 -1.082017 0.1 0.0 0.4 0.18
N -0.703756 -0.867455 -0.084899 -0.5 0.1 -0.6 0.20
N 0.512912 -0.346023 0.574958 -0.9 -0.2 1.9 -0.05
H -1.520045 -0.550182 0.464722 0.3 -0.1 -0.2 0.19
H 0.446294 3.672799 0.544424 0.1 -0.3 -0.1 0.13
N 1.653399 -0.226852 -0.384752 0.9 1.5 -0.9 0.18
H -0.654470 -1.898721 -0.021557 0.1 0.4 0.0 0.19
C 1.087737 0.813845 -0.010879 0.0 -1.3 -0.6 -0.01
```
Positions in Å, forces in eV/Å.